{
  "formula": "C38H57BMnN7O3S4SeSiTe",
  "method": "ωB97M-V/def2-TZVPD",
  "species": ["S", "N", "N", "H", "Se", "Si", "H", "C", "C", "H", "N", "C", "C", "S", "Mn", "C", "H", "H", "H", "C", "C", "H", "H", "H", "C", "H", "H", "H", "H", "C", "H", "C", "H", "C", "H", "C", "C", "H", "H", "H", "C", "C", "S", "H", "O", "C", "C", "H", "H", "H", "H", "H", "C", "H", "H", "H", "C", "H", "C", "C", "S", "C", "N", "H", "H", "H", "H", "N", "C", "H", "Te", "N", "H", "C", "H", "N", "H", "H", "H", "C", "C", "C", "C", "H", "H", "H", "O", "H", "H", "C", "O", "H", "C", "H", "H", "H", "C", "C", "H", "C", "H", "H", "C", "H", "H", "C", "C", "C", "B", "C", "H", "H", "H", "H"],
  "positions_angstrom": [[-1.843769, -0.088355, 2.499561], [0.945490, 0.796561, 3.737403], [-0.116985, -1.086960, -1.026626], [-1.113706, -4.682086, 3.914041], [-2.735537, 1.832172, -0.662195], [-4.737332, 1.082874, -1.400095], [0.744174, 5.430243, 3.995619], [-2.560782, -2.151367, -3.630414], [0.074223, 5.248241, 3.153958], [1.955112, 5.351909, 1.194222], [-1.683077, -2.779565, 3.060042], [0.534124, 1.527974, 4.826217], [-3.108149, -4.709876, 2.518539], [-3.537231, -4.592148, -4.521216], [-0.965625, 0.492647, 0.256687], [1.218908, 4.173991, -2.405662], [-0.599832, 4.971356, 0.679816], [3.517537, -0.647929, -1.063784], [-1.366275, 3.561355, 1.411528], [2.333946, 4.276630, -3.415714], [-6.022781, 2.284375, -0.761059], [5.270882, -3.925970, 1.101269], [3.667933, -4.144270, 0.377147], [0.430307, 1.075835, 5.796068], [-1.102882, -1.550435, 3.068240], [-3.505841, -3.384456, 0.239199], [3.755723, 0.292258, 4.045169], [-2.266931, -5.291495, 2.139788], [-1.906049, -0.257755, -2.826069], [0.318935, 2.793833, 4.426906], [5.851216, -0.460703, -0.143783], [3.639209, -1.734163, -1.048347], [-4.435623, 2.119749, -3.616144], [4.491204, -2.146265, 0.152604], [0.048648, 6.154047, 2.549363], [3.826742, 5.559782, -4.809149], [0.188618, -2.945750, 4.196546], [-5.723963, 0.900000, -3.671909], [-4.986607, -0.650985, 0.319427], [-2.608901, -1.910218, 0.585682], [2.627320, -1.847938, 1.888588], [-0.887699, -1.913721, -1.930881], [1.374094, 1.137437, 1.046942], [-0.012352, 3.350263, 0.298051], [-4.095343, -3.711850, -5.535588], [4.634196, -3.664180, 0.253192], [-1.521963, -4.099510, -2.697623], [-4.031508, 0.399872, -3.672263], [-5.763044, 3.305733, -1.046714], [2.956601, 1.445531, -2.515087], [2.358339, 1.004332, -4.124356], [-3.279972, -4.956460, 3.568184], [0.960817, 1.603539, 2.657761], [0.391339, -1.683408, -0.361284], [-5.031451, -2.939688, 2.379026], [0.601620, -0.569886, -1.528051], [-5.120033, -0.626986, -0.764809], [-6.067019, 2.240748, 0.329138], [-0.735441, -3.295359, -1.890012], [2.803073, 5.501504, -3.873711], [1.479536, -2.931938, 1.247732], [-2.450415, -3.531147, -3.561687], [0.599577, 2.849524, 3.071313], [-1.759635, -3.465324, 0.489767], [1.060607, -3.265286, 4.738231], [-4.221625, -2.585883, 3.913375], [-7.014566, 2.053751, -1.159721], [3.886497, -1.604965, 1.403726], [3.929616, 3.160341, -4.830929], [4.139118, -2.043594, -1.968054], [0.379778, 2.226340, -2.690955], [2.481278, -1.081766, 2.995578], [-3.273226, -1.729468, -4.328351], [2.369912, 1.788049, -3.369555], [4.362320, 2.242585, -5.211842], [0.066083, -1.655894, 3.732244], [5.179726, 4.425108, -6.028898], [5.103858, -4.037562, -0.658948], [6.311555, -1.965356, -0.936507], [1.977983, 4.432581, 1.783205], [3.651285, -0.383728, 3.214604], [4.516005, -0.691008, 2.236015], [-2.676033, -2.970700, 0.814421], [5.513814, -0.337318, 2.069592], [2.644878, 4.584582, 2.634640], [2.353611, 6.416654, -3.505755], [-2.657237, -5.632656, -5.030654], [1.595932, 4.246003, -1.383716], [0.454740, 4.934214, -2.551629], [5.884819, -1.545073, -0.026244], [-4.498811, -5.059388, -3.532156], [4.174079, 6.518961, -5.171666], [-4.734492, 1.129194, -3.266767], [-4.461233, -1.374590, -1.209646], [-3.990783, -5.008055, 1.954749], [6.550267, -1.798567, 0.800440], [2.902819, 3.095034, -3.897227], [-0.879928, -3.645158, 3.781250], [2.659550, -2.203376, -1.009787], [-4.147424, -2.483843, 2.828306], [-6.150958, -0.913361, -0.991332], [-0.005691, 3.644799, 4.991048], [0.563082, 4.109570, 2.260443], [2.370895, 3.629950, 1.162423], [-0.005764, -3.733227, -1.216592], [4.390071, 4.386642, -5.289253], [-1.789279, -1.336428, -2.808689], [-0.410509, 3.977425, 1.091130], [1.277829, -0.716371, 3.907956], [-2.908994, -3.210683, 2.304592], [-4.132461, -1.427860, 2.578922], [1.649601, -0.836665, 5.055206], [-0.935344, 5.067278, 3.525496], [-1.422942, -5.177395, -2.673221]],
  "forces_ev_per_angstrom": [[0.02, -0.16, 0.00], [-0.08, -0.04, -0.05], [0.07, 0.02, 0.11], [0.01, 0.01, 0.00], [-0.38, 0.83, -0.25], [0.09, -0.16, 0.00], [0.00, -0.01, 0.00], [-0.04, 0.03, -0.02], [0.01, 0.03, 0.00], [0.00, 0.00, 0.01], [-0.05, 0.01, 0.02], [0.02, 0.01, 0.01], [-0.01, -0.03, -0.01], [0.00, -0.01, -0.04], [0.44, -0.63, 0.29], [0.02, 0.01, 0.09], [0.01, -0.02, -0.03], [-0.01, 0.00, 0.01], [0.00, 0.00, 0.02], [-0.02, -0.01, 0.00], [-0.01, 0.06, 0.05], [0.00, 0.00, 0.00], [-0.03, 0.00, 0.00], [0.00, 0.00, -0.01], [0.02, 0.00, -0.18], [0.00, -0.01, 0.00], [0.00, -0.01, 0.00], [0.01, 0.01, 0.00], [0.00, 0.01, 0.01], [0.01, -0.01, -0.01], [-0.01, 0.00, 0.01], [-0.01, 0.00, -0.01], [-0.01, -0.01, -0.01], [-0.02, 0.01, 0.06], [0.00, 0.00, 0.01], [-0.01, -0.01, 0.00], [0.01, -0.03, -0.03], [0.01, -0.01, 0.01], [0.00, -0.03, 0.01], [0.01, 0.04, -0.01], [-0.08, 0.02, -0.14], [0.04, -0.04, 0.02], [-0.11, 0.11, 0.01], [0.00, -0.03, 0.00], [-0.01, 0.00, 0.00], [0.03, 0.00, 0.00], [-0.02, -0.01, -0.03], [-0.02, 0.02, 0.00], [-0.02, 0.00, 0.00], [0.02, -0.03, -0.02], [-0.01, 0.02, -0.02], [-0.01, 0.00, 0.00], [0.10, 0.04, 0.00], [0.02, 0.01, 0.01], [0.01, 0.03, -0.01], [-0.01, -0.01, -0.08], [-0.02, -0.07, 0.06], [-0.01, 0.02, -0.01], [0.00, 0.01, -0.06], [0.02, 0.01, 0.00], [0.11, 0.00, -0.01], [0.05, 0.05, 0.06], [-0.04, 0.02, -0.05], [-0.06, 0.02, 0.06], [-0.01, 0.01, 0.01], [0.01, -0.02, -0.01], [0.01, -0.02, 0.00], [0.04, -0.01, -0.04], [0.01, -0.01, 0.01], [0.00, 0.00, 0.00], [-0.08, -0.15, -0.15], [0.02, 0.00, 0.15], [0.00, -0.01, 0.00], [0.04, 0.05, 0.01], [0.00, 0.00, 0.00], [-0.08, 0.07, 0.14], [0.00, 0.00, 0.00], [-0.01, -0.01, 0.01], [0.00, 0.01, 0.00], [0.00, 0.00, -0.01], [0.02, 0.00, -0.03], [-0.02, -0.01, 0.00], [-0.03, -0.05, 0.06], [0.00, -0.01, 0.00], [0.00, -0.01, 0.00], [0.00, 0.00, 0.00], [0.01, -0.01, 0.00], [0.01, 0.02, -0.01], [0.00, 0.00, -0.01], [0.01, 0.00, -0.02], [-0.01, 0.00, 0.02], [0.00, 0.00, 0.00], [-0.01, -0.01, -0.05], [0.03, 0.00, -0.02], [0.00, 0.00, 0.00], [0.00, -0.01, -0.01], [-0.01, 0.01, 0.02], [0.01, 0.02, 0.00], [0.00, 0.00, 0.00], [-0.01, -0.03, 0.01], [0.01, 0.01, -0.02], [-0.01, -0.01, 0.00], [-0.01, -0.06, 0.07], [0.01, -0.01, 0.00], [0.01, 0.01, 0.00], [0.01, 0.01, 0.00], [-0.03, -0.02, -0.01], [0.00, 0.04, 0.03], [-0.01, 0.01, -0.03], [0.03, 0.02, 0.05], [0.02, 0.03, 0.00], [0.01, 0.02, -0.02], [0.00, 0.00, -0.01], [0.00, 0.00, 0.00]],
  "orbital_gap_ev": [7.10, 7.09],
  "s2": 8.759,
  "mol_weight_da": 1088.6,
  "spin_multiplicity": 6,
  "charge": -1,
  "de_lowest_kcal_mol": 1.6
}